# 1
One molecule with the formula C26H31ClN4O3, computed with the ωB97M-V functional and the def2-TZVPD basis.

```
65
Properties=species:S:1:pos:R:3:nbo_charge:R:1
C 0.92445 0.10081 -6.39264 -0.61
C 0.52071 1.50910 -5.97802 -0.42
C -0.07709 1.62906 -4.60204 -0.02
C -0.34014 2.91438 -4.10658 -0.17
C -0.86588 3.11173 -2.85267 -0.23
C -1.14291 2.01390 -2.03795 0.16
N -1.62564 2.16902 -0.76567 -0.55
C -1.79807 1.16296 0.14841 0.63
O -2.11215 1.41954 1.30336 -0.66
C -1.54706 -0.18348 -0.35690 -0.13
C -1.65336 -1.30785 0.64177 -0.26
N -0.42661 -2.08179 0.68584 -0.45
C -0.52673 -3.50144 0.91985 -0.21
C -0.96755 -3.81177 2.35411 -0.42
C -0.02407 -3.19778 3.39110 -0.22
N -0.22445 -1.76685 3.58852 -0.46
C 0.95127 -1.16829 4.20947 -0.26
C 0.73506 0.32644 4.45032 -0.06
O -0.41319 0.57575 5.22188 -0.52
C -1.54846 0.02148 4.59658 -0.09
C -1.38792 -1.48825 4.41927 -0.25
C 0.80151 -1.50093 0.65429 0.82
O 1.82574 -2.11052 0.43199 -0.64
N 0.77175 -0.12544 0.89647 -0.69
C 1.37916 0.85786 0.14469 0.27
C 1.25711 2.19260 0.53671 -0.29
C 1.76105 3.20071 -0.25982 -0.19
C 2.38414 2.91191 -1.46254 -0.28
C 2.51093 1.58478 -1.83646 0.00
Cl 3.25751 1.20139 -3.34402 0.00
C 2.02921 0.55607 -1.05132 -0.31
C -1.14085 -0.37663 -1.63235 -0.08
C -0.89822 0.71536 -2.51655 -0.06
C -0.37076 0.54633 -3.80329 -0.20
H 1.38228 0.12705 -7.37882 0.22
H 0.06025 -0.55792 -6.43898 0.20
H 1.64851 -0.30916 -5.69291 0.21
H 1.40249 2.15474 -6.01687 0.21
H -0.19888 1.90690 -6.70098 0.21
H -0.11269 3.76877 -4.72733 0.21
H -1.05207 4.10968 -2.48378 0.21
H -1.77061 3.11034 -0.41910 0.42
H -2.45390 -1.99308 0.34602 0.22
H -1.90792 -0.88550 1.62129 0.24
H -1.23354 -3.94253 0.20837 0.19
H 0.46472 -3.92106 0.73643 0.24
H -0.96904 -4.89530 2.48274 0.22
H -1.98561 -3.45549 2.51273 0.20
H 1.00235 -3.34257 3.04542 0.21
H -0.13613 -3.73813 4.34793 0.17
H 1.80598 -1.30449 3.54302 0.22
H 1.17416 -1.65202 5.17726 0.17
H 1.57772 0.74148 5.00666 0.20
H 0.65318 0.84937 3.48592 0.15
H -2.39429 0.23966 5.25065 0.19
H -1.71412 0.50196 3.62073 0.19
H -2.28322 -1.89283 3.94420 0.20
H -1.28185 -1.95391 5.41638 0.17
H 0.10033 0.18380 1.58592 0.42
H 0.75001 2.43120 1.46010 0.22
H 1.66060 4.22931 0.05277 0.22
H 2.76315 3.69676 -2.09641 0.23
H 2.14531 -0.47058 -1.35649 0.25
H -0.93520 -1.37736 -1.98704 0.21
H -0.18051 -0.45928 -4.14161 0.21
```

## Properties
LUMO energy	0.12	eV
E_HOMO	-8.123	eV
charge	0
relative energy (zero: lowest compared OMol25 entry of this formula, charge and spin)	0.000	eV
orbital gap	0.30285	hartree

# 2
A 13-piece molecular cluster, C40H108N2O13 overall, computed with the ωB97M-V functional and the def2-TZVPD basis.

```
163
Properties=species:S:1:pos:R:3:mulliken_charge:R:1
C 9.22390 12.74482 18.34654 -0.39
C 8.38320 11.58032 17.87410 -0.53
O 9.02088 10.88684 16.79083 -0.49
H 10.20726 12.39104 18.65628 0.01
H 8.78364 13.33006 19.15386 0.62
H 9.42098 13.38318 17.48530 -0.20
H 7.45714 11.90888 17.40232 0.18
H 8.11652 10.88036 18.66596 0.50
H 9.27105 10.01878 17.11561 0.24
C 9.20846 8.41518 12.03772 -1.26
C 9.24152 9.47624 10.92658 1.08
C 10.57692 10.16750 10.79450 -1.34
O 8.98932 8.94422 9.65960 -0.63
H 10.00161 7.68110 11.89586 0.36
H 8.24024 7.95744 12.24048 0.43
H 9.42172 8.84076 13.01828 0.16
H 8.56200 10.29248 11.17178 0.00
H 10.86394 10.60060 11.75270 -0.24
H 10.60132 11.00726 10.10002 0.44
H 11.36726 9.51287 10.42714 0.78
H 9.56136 9.34492 9.00094 0.36
C 12.69668 14.73300 19.67046 -0.44
C 13.03834 15.94718 20.61485 0.35
C 12.55942 17.27942 20.09222 -1.03
O 12.60888 15.71150 21.91108 -0.63
H 12.84218 14.94028 18.61028 -0.06
H 11.62486 14.54622 19.73692 0.41
H 13.18268 13.80612 19.97508 0.14
H 14.12544 15.91582 20.54175 0.18
H 12.97142 17.39108 19.08928 -0.14
H 12.95234 18.10920 20.67976 0.41
H 11.47098 17.29284 20.14906 0.40
H 13.32334 15.28536 22.39020 0.37
C 10.99662 16.14034 15.40268 0.45
C 10.22570 17.40206 15.77396 0.44
C 8.69974 17.26434 15.42264 -1.46
O 10.44378 17.61384 17.11380 -0.57
H 10.56014 15.21702 15.78352 -0.30
H 12.04960 16.21590 15.67406 -0.09
H 10.95856 16.08416 14.31480 -0.07
H 10.68000 18.23106 15.23130 0.27
H 8.12758 18.12390 15.77180 0.41
H 8.22153 16.41550 15.91140 0.23
H 8.58554 17.14090 14.34570 0.38
H 11.32308 17.99218 17.18678 0.24
C 16.68536 12.58646 15.28090 -0.13
C 18.04236 13.22208 14.98056 0.33
C 18.04254 14.73802 15.07006 -1.13
O 19.00270 12.69870 15.88244 -0.60
H 15.88410 13.13086 14.78122 -0.12
H 16.54233 12.67134 16.35814 -0.05
H 16.71870 11.51532 15.08176 0.33
H 18.26246 12.94918 13.94848 0.25
H 17.42400 15.08838 15.89634 -0.08
H 17.68856 15.29130 14.20018 0.37
H 19.01270 15.13704 15.36610 0.40
H 19.04494 11.75078 15.73664 0.37
C 11.60420 9.94401 20.46179 -0.85
C 11.80988 8.59454 21.16950 0.57
C 11.64900 8.71071 22.66848 -1.49
O 10.99918 7.68062 20.50238 -0.54
H 12.27748 10.65372 20.94252 0.33
H 10.56514 10.26902 20.51476 0.34
H 11.97788 9.87616 19.44010 0.04
H 12.83792 8.25118 21.05398 0.15
H 12.25454 9.52596 23.06444 0.36
H 12.16868 7.84988 23.08924 0.44
H 10.64830 8.69124 23.10016 0.33
H 11.01756 6.86262 21.00454 0.31
C 12.77756 7.81046 13.67438 -0.88
C 13.12682 7.82320 15.14872 0.40
C 14.56822 8.18520 15.38618 -0.44
O 12.33214 8.87269 15.68208 -0.38
H 11.73174 7.51242 13.59996 0.22
H 13.33438 7.12260 13.03808 0.38
H 12.88362 8.80169 13.23360 0.00
H 12.75882 6.91576 15.62748 0.40
H 14.71376 8.15486 16.46600 0.25
H 14.82618 9.18826 15.04640 -0.55
H 15.25758 7.53276 14.85028 0.52
H 12.36402 9.63130 15.09464 -0.02
C 7.13196 13.33508 14.42848 -1.43
C 8.13036 12.41930 13.65290 0.90
C 8.52524 12.96272 12.26670 -1.31
O 9.34722 12.23412 14.34028 0.17
H 6.34832 13.72120 13.77662 0.43
H 7.60012 14.26872 14.74030 0.10
H 6.68408 12.79758 15.26430 0.33
H 7.61492 11.46636 13.53312 0.31
H 7.65058 13.16218 11.64762 0.51
H 9.23511 12.31368 11.75394 -0.03
H 8.96662 13.95884 12.29910 0.30
H 9.10176 11.76410 15.14054 -0.36
C 14.99510 17.27138 16.44076 -0.14
C 14.68798 18.71634 16.74420 0.42
C 15.40302 19.56696 15.72590 -1.55
O 13.30934 19.01002 16.63834 -0.33
H 14.37252 16.61382 17.04747 -0.41
H 16.04704 17.05324 16.62488 0.51
H 14.80344 16.98074 15.40786 -0.02
H 15.15414 18.92542 17.70704 0.14
H 16.49216 19.54190 15.76166 0.40
H 15.03120 20.58788 15.81304 0.47
H 15.21102 19.30398 14.68566 0.28
H 13.24790 19.95985 16.51320 0.25
C 13.05006 13.49538 14.66900 -1.20
C 13.01930 12.06390 15.24394 2.40
C 12.49928 11.94670 16.68608 -0.53
O 12.23082 11.26990 14.39786 1.18
H 12.02500 13.83248 14.51498 -0.04
H 13.35926 13.49718 13.62376 -0.31
H 13.57162 14.25538 15.25076 0.53
H 14.04972 11.71532 15.31338 -1.05
H 12.84812 10.96066 16.99290 0.24
H 11.42608 12.02696 16.85900 -0.84
H 13.08780 12.68400 17.23210 0.41
H 11.39750 11.72694 14.26252 -0.59
C 14.63260 10.67050 11.43796 -0.55
C 15.84178 9.86363 12.00030 1.33
C 16.04553 8.53734 11.22976 -1.52
O 17.05908 10.59796 11.76524 -0.61
H 13.73444 10.06270 11.32846 -0.07
H 14.91844 11.09168 10.47413 0.48
H 14.42136 11.45976 12.15948 -0.21
H 15.68618 9.68834 13.06480 -0.37
H 16.27596 8.73194 10.18232 0.35
H 15.14960 7.92718 11.34440 0.28
H 16.89614 8.01461 11.66716 0.44
H 17.78884 10.18502 12.23268 0.36
C 13.30286 13.93118 8.62848 -1.21
C 12.07532 14.13364 9.49154 0.90
C 12.37364 14.79842 10.93114 0.34
O 13.11436 15.99426 10.96226 -0.50
C 13.46560 16.40500 12.25692 -0.23
N 11.20456 15.00956 8.72096 -0.77
H 13.93404 13.18556 9.11196 0.13
H 13.87070 14.83226 8.39664 0.27
H 12.98680 13.45556 7.70006 0.41
H 11.47514 13.24554 9.68955 -0.21
H 12.85982 13.97472 11.45388 -0.45
H 11.40572 15.03852 11.37114 0.29
H 12.65466 16.55130 12.97042 0.05
H 13.96980 17.36238 12.12540 0.36
H 14.19086 15.74676 12.73526 0.16
H 11.58348 15.93492 8.86310 0.25
H 10.23589 15.06680 9.00116 0.28
C 16.69622 14.55510 18.93030 -0.96
C 16.32618 13.74994 20.16380 1.53
C 16.16214 12.22054 20.01030 -1.38
O 15.32618 11.92476 18.95320 0.25
C 15.60860 10.71416 18.32094 -0.75
N 17.20332 14.15658 21.25484 -0.81
H 17.69358 14.41962 18.51194 0.54
H 16.66355 15.62274 19.14758 0.47
H 15.98214 14.32830 18.13862 -0.16
H 15.36436 14.08822 20.54920 -0.68
H 15.76972 11.77474 20.92430 0.33
H 17.15570 11.78810 19.89237 0.47
H 15.51458 9.83970 18.96482 0.37
H 16.64528 10.64300 17.99180 0.44
H 15.11600 10.69332 17.34881 -0.21
H 18.12994 13.82412 21.02910 0.31
H 17.07570 13.57308 22.06930 0.26
```

## Properties
LUMO energy	0.36	eV
E_HOMO	-8.967	eV
charge	0
orbital gap	0.34284	hartree

# 3
C18H45BCdF4KN3O4S as an isolated structure, computed with the ωB97M-V functional and the def2-TZVPD basis.

```
78
Properties=species:S:1:pos:R:3:mulliken_charge:R:1
K -25.08345 15.53512 -16.34809 0.68
Cd -22.90865 13.68330 -19.49343 0.67
S -21.96979 15.26314 -17.67357 1.17
O -21.97505 15.41404 -19.10445 -0.62
O -20.58321 15.10675 -17.30792 -0.30
O -22.54540 16.39542 -17.02424 -0.54
O -22.67422 13.99088 -17.53772 -0.67
B -25.43646 13.11329 -18.64169 0.47
F -26.11353 13.13124 -17.41843 -0.19
F -24.41292 12.28502 -18.62644 -0.31
F -26.26749 12.73179 -19.68745 -0.40
F -24.80096 14.30504 -18.92590 -0.06
C -24.41619 15.55227 -23.01061 -1.51
C -23.83740 15.09455 -21.67067 0.12
N -23.34157 13.70736 -21.66901 1.11
C -22.21181 13.44083 -22.58104 -0.53
C -21.10593 14.39853 -22.20909 -1.21
C -24.36789 12.77198 -22.08374 -0.83
C -24.31799 11.28062 -21.79771 -1.57
H -24.50268 16.63767 -23.06088 0.44
H -25.30300 14.94987 -23.20754 0.35
H -23.75231 15.37316 -23.85635 0.36
H -23.06019 15.78697 -21.34724 0.50
H -24.57231 15.24630 -20.88012 -0.20
H -21.91480 12.42556 -22.31817 0.41
H -22.48512 13.45618 -23.63611 0.35
H -20.09769 14.05248 -22.43669 0.43
H -21.14882 15.28617 -22.84026 0.32
H -20.96204 14.56371 -21.14133 0.17
H -24.45682 12.75470 -23.16997 0.47
H -25.33690 13.14368 -21.75063 0.48
H -23.44315 10.82004 -22.25664 0.39
H -25.12879 10.73881 -22.28468 0.43
H -24.44202 11.12441 -20.72612 0.20
C -26.38193 16.90449 -13.37381 -1.30
C -25.23736 16.10160 -12.70853 -0.77
N -24.91206 14.83183 -13.36152 0.83
C -23.55189 14.47758 -12.91774 -0.65
C -22.55118 15.19707 -13.79725 -0.93
C -26.02425 13.91553 -12.96374 -0.70
C -26.08587 12.68346 -13.90010 -1.26
H -26.63917 17.71920 -12.69692 0.45
H -27.34162 16.60285 -13.79346 0.24
H -26.03462 17.59232 -14.14477 0.29
H -24.39515 16.77193 -12.53694 0.51
H -25.73398 16.00532 -11.74302 0.32
H -23.45513 13.46283 -13.30376 0.24
H -23.45313 14.57677 -11.83676 0.36
H -22.36187 14.75249 -14.77429 0.02
H -21.60184 15.11544 -13.26792 0.43
H -22.73308 16.25309 -13.99684 0.35
H -25.91181 13.60785 -11.92413 0.37
H -26.99780 14.40215 -13.02285 0.43
H -26.15873 12.93582 -14.95798 0.22
H -25.14310 12.14907 -13.78295 0.39
H -26.91666 12.00553 -13.70440 0.41
C -28.25188 16.55641 -20.00342 -1.60
C -27.40092 16.04937 -18.82963 0.62
N -27.24860 16.97374 -17.61049 0.77
C -28.39864 16.92936 -16.62922 -0.66
C -29.12737 15.58741 -16.33418 -1.23
C -26.88926 18.31624 -18.00764 -0.83
C -25.53918 18.34183 -18.72008 -0.98
H -29.20986 16.87070 -19.58919 0.38
H -28.48441 15.88517 -20.83014 0.42
H -27.91057 17.48897 -20.45281 0.30
H -27.73418 15.09187 -18.42934 0.52
H -26.39619 15.86500 -19.20992 -0.99
H -28.12144 17.38035 -15.67640 0.37
H -29.18043 17.60975 -16.96684 0.36
H -29.88268 15.67968 -15.55374 0.44
H -29.60931 15.27959 -17.26213 0.39
H -28.38983 14.87993 -15.95522 0.15
H -26.76234 18.91091 -17.10301 0.51
H -27.75321 18.73146 -18.52656 0.44
H -24.73745 17.99611 -18.06755 0.15
H -25.41389 19.39661 -18.96469 0.46
H -25.43474 17.83507 -19.67945 0.15
```

## Properties
LUMO energy (spin up / spin down)	-2.92 / -7.73	eV
E_HOMO (spin up / spin down)	-11.287 / -11.287	eV
2S+1	2
charge	+1
orbital gap (spin up / spin down)	0.30737 / 0.13062	hartree
expectation value of S²	0.760